One molecule with the formula C4H2BrNS in a non-equilibrium geometry. Source: the OMol25 dataset; level of theory: ωB97M-V/def2-TZVPD.

Geometry as XYZ:
```
9
Properties=species:S:1:pos:R:3:forces:R:3:nbo_charge:R:1
C 1.218 0.432 -0.745 -0.224 0.677 0.346 -0.07
C 0.259 0.955 -0.022 -0.085 -0.124 -0.147 -0.02
C 0.338 -1.636 -0.250 0.698 0.687 -0.306 0.25
C -0.822 0.768 0.678 -0.553 1.388 0.449 -0.30
N 1.146 -0.965 -0.858 -0.275 -1.694 -0.057 -0.48
S -0.761 -2.220 0.680 0.010 -0.785 -0.103 0.11
Br -2.586 1.013 -0.026 0.304 -0.086 -0.026 0.05
H 2.044 0.931 -1.216 0.092 0.035 -0.112 0.23
H -0.836 0.722 1.759 0.032 -0.099 -0.044 0.24
```
Positions in Å, forces in eV/Å.

Properties
**Largest force on an atom**: 0.033 Eh/bohr
**Spin multiplicity**: 1
**Energy relative to the best compared isomer or geometry (same formula, charge and spin)**: 0.2084 eV
**Kohn-Sham gap**: 0.33347 Ha
**Electronic energy**: -86545.20492 eV
**E_HOMO**: -9.086 eV